Density functional theory data (ωB97M-V/def2-TZVPD) for a structure of composition C35H86AsClF6N6O11.

Calculated values
Spin multiplicity: 1
Lowest unoccupied orbital energy, eV: 2.92
Charge: -2
Molecular weight, Da: 991.5
HOMO-LUMO gap, eV: 6.78
HOMO level, eV: -3.858

Element x y z (Å)
As1 0.0036 -0.7926 -7.4310
F1 -1.4311 -0.7542 -8.6189
F2 -1.1652 -0.5572 -5.9898
F3 1.2501 -0.9868 -6.1826
F4 1.1621 -1.1706 -8.6808
F5 0.2071 1.0023 -7.6094
F6 -0.3529 -2.5269 -7.3480
Cl1 0.6335 -0.4859 -0.2117
O1 1.6942 -1.2252 -0.7502
O2 -0.0220 -1.3684 0.7429
O3 1.2169 0.6238 0.4423
O4 -0.3896 -0.0365 -1.1808
C1 2.6772 6.8364 1.4277
C2 4.0240 7.1962 0.8144
C3 4.7462 8.4290 1.4947
C4 5.4955 8.1239 2.7770
C5 6.5449 7.0255 2.4285
C6 5.8172 5.6454 1.9879
N1 4.8563 5.9516 0.9012
O5 4.5211 4.9063 0.1582
C7 7.0336 4.7204 1.5182
C8 5.0273 4.9442 3.0602
C9 3.7309 7.7199 -0.6497
H1 2.3592 5.9022 0.9647
H2 1.9283 7.5802 1.1558
H3 2.7622 6.7693 2.5123
H4 5.4815 9.0089 0.9368
H5 3.9767 9.0867 1.8988
H6 4.7368 7.6921 3.4298
H7 5.8940 9.0451 3.2021
H8 7.0214 6.8462 3.3922
H9 7.2860 7.4843 1.7740
H10 6.6985 3.7406 1.1782
H11 7.5355 5.0528 0.6096
H12 7.7376 4.4648 2.3102
H13 4.1315 5.4856 3.3644
H14 4.7503 3.9618 2.6780
H15 5.6105 4.7454 3.9593
H16 2.8218 8.2996 -0.8100
H17 3.6430 6.8855 -1.3454
H18 4.6114 8.2229 -1.0495
H19 3.8397 4.5847 0.7530
C10 -1.4655 -2.5103 7.6655
C11 -0.5963 -3.7958 7.6029
C12 0.8786 -3.2421 7.7953
C13 1.3159 -3.0454 9.3149
C14 0.8799 -4.2028 10.1314
C15 -0.6155 -4.7145 10.0256
N2 -0.9692 -4.8482 8.5938
O6 -2.1227 -5.4391 8.4072
C16 -0.6574 -6.0784 10.6310
C17 -1.5510 -3.6736 10.7309
C18 -0.6633 -4.4475 6.1670
H20 -1.3291 -1.5848 8.2250
H21 -2.4404 -2.9197 7.9302
H22 -1.6090 -2.1826 6.6359
H23 1.6687 -3.8347 7.3342
H24 0.9224 -2.2107 7.4452
H25 0.7183 -2.2589 9.7757
H26 2.3950 -2.9112 9.3891
H27 1.1594 -3.9745 11.1599
H28 1.4165 -5.0462 9.6968
H29 -0.0219 -6.8264 10.1571
H30 -0.2688 -6.0800 11.6494
H31 -1.6400 -6.5457 10.5662
H32 -1.3861 -3.3707 11.7649
H33 -1.6006 -2.7337 10.1812
H34 -2.5649 -4.0509 10.5970
H35 -1.7001 -4.6120 5.8734
H36 -0.3040 -5.4662 6.0216
H37 -0.0069 -4.0126 5.4133
H38 -1.7450 -6.2813 8.1433
C19 0.2652 -6.8590 0.4533
O7 1.3861 -6.1278 0.9669
H39 0.1555 -7.1288 -0.5971
H40 0.2697 -7.8240 0.9600
H41 -0.6118 -6.2256 0.5873
H42 1.2793 -5.1831 0.8340
C20 -3.4252 3.5825 -9.1151
C21 -3.5641 3.1813 -7.5558
C22 -2.8948 4.2987 -6.6263
O8 -2.7461 3.8014 -5.3378
C23 -1.7186 4.4927 -4.5488
N3 -4.9262 2.9095 -7.2433
H43 -4.2544 3.1072 -9.6391
H44 -2.5347 3.0935 -9.5100
H45 -3.3422 4.6630 -9.2329
H46 -3.0835 2.2467 -7.2667
H47 -3.6021 5.1264 -6.5740
H48 -1.9015 4.5295 -7.0113
H49 -1.8041 5.5793 -4.5501
H50 -0.7417 4.3162 -4.9989
H51 -1.6331 4.0241 -3.5684
H52 -5.0957 2.4623 -8.1328
H53 -5.3245 3.8187 -7.4300
C24 -4.9927 -4.3219 -7.8524
C25 -5.1898 -3.6567 -6.5036
C26 -4.3564 -4.2824 -5.4232
O9 -4.2568 -3.5011 -4.2729
C27 -3.6687 -4.3077 -3.2129
N4 -4.8117 -2.2517 -6.6779
H54 -5.7082 -5.1395 -7.9393
H55 -4.0040 -4.7501 -8.0173
H56 -5.2996 -3.7640 -8.7371
H57 -6.2395 -3.6890 -6.2116
H58 -3.3350 -4.4083 -5.7826
H59 -4.5597 -5.3314 -5.2076
H60 -3.2955 -3.6883 -2.3974
H61 -2.7017 -4.6955 -3.5333
H62 -4.3551 -5.0809 -2.8676
H63 -4.0046 -2.3094 -7.2823
H64 -5.4611 -1.8919 -7.3627
C28 -5.6691 -1.4079 2.8139
C29 -6.1644 -1.0650 1.4148
C30 -7.6300 -0.5541 1.4991
O10 -7.9863 -0.0578 0.1756
C31 -9.3210 0.4311 0.1671
N5 -5.1819 -0.2265 0.7502
H65 -6.2465 -2.1991 3.2923
H66 -5.7408 -0.5114 3.4297
H67 -4.5954 -1.5754 2.7290
H68 -6.0284 -2.0156 0.8991
H69 -7.8629 0.2092 2.2415
H70 -8.3517 -1.3603 1.6303
H71 -9.9282 -0.4740 0.1525
H72 -9.4336 1.0589 -0.7169
H73 -9.6522 1.1093 0.9535
H74 -4.2469 -0.4638 1.0494
H75 -5.3562 0.6108 1.2874
C32 5.5021 0.9555 -4.6290
C33 6.2620 -0.4282 -4.8736
C34 6.4519 -1.1289 -3.5830
O11 7.4911 -2.1297 -3.6412
C35 8.0208 -2.6435 -2.3808
N6 5.5285 -1.3190 -5.8785
H76 6.0882 1.7823 -4.2279
H77 4.7660 0.7306 -3.8571
H78 4.9891 1.2207 -5.5534
H79 7.2588 -0.1986 -5.2501
H80 5.5126 -1.5819 -3.2658
H81 6.7287 -0.3722 -2.8489
H82 7.3147 -3.0854 -1.6778
H83 8.3883 -1.7691 -1.8438
H84 8.8803 -3.3077 -2.4704
H85 5.5214 -1.0240 -6.8444
H86 4.5759 -1.2020 -5.5637